No. 1
DFT (ωB97M-V/def2-TZVPD) results for C7H12BrMgN2O as an isolated structure.

```
24
Properties=species:S:1:pos:R:3:nbo_charge:R:1
Mg -13.0874 6.3330 23.7599 1.676
Br -13.7308 8.6038 23.5019 -0.663
C -15.7371 13.1894 26.9561 -0.728
C -15.4199 12.3864 25.7236 0.681
O -15.8493 12.6842 24.6186 -0.605
N -14.6065 11.2933 25.8777 -0.637
C -14.0346 10.8315 27.1121 -0.413
H -16.4632 12.6870 27.5977 0.237
H -16.1826 14.1195 26.6144 0.256
H -14.8524 13.4126 27.5527 0.225
H -14.2781 10.9229 25.0025 0.380
H -13.6462 9.8209 26.9654 0.191
H -14.7973 10.7596 27.8882 0.210
H -13.2076 11.4447 27.4801 0.196
N -17.3163 8.7469 24.0334 -0.516
C -17.6326 8.9929 25.3427 -0.092
C -18.9932 8.8964 25.4730 -0.284
C -19.5145 8.5511 24.2067 -0.295
C -18.4604 8.4547 23.3378 -0.083
H -16.3798 8.6325 23.6984 0.391
H -16.8688 9.2801 26.0452 0.204
H -19.5714 9.0554 26.3667 0.226
H -20.5413 8.3702 23.9372 0.229
H -18.4337 8.2601 22.2804 0.210
```

## Properties
energy = -3232.51928 a.u.
gap between HOMO and LUMO = 2.031 eV
net charge = +1
LUMO level = -8.28 eV
HOMO level = -0.379 hartree
ΔE to the lowest compared entry with this formula, charge and spin = 0.0 kcal per mole

=====

No. 2
DFT (ωB97M-V/def2-TZVPD) results for C25H37BBr42ClIN2O3 as an isolated structure.

```
112
Properties=species:S:1:pos:R:3:mulliken_charge:R:1
C 6.8674 2.3549 0.7453 -0.613
C 5.9223 1.0169 0.6671 -0.188
O 4.5131 1.2252 1.0333 -0.584
B 3.5997 0.7017 -0.0428 0.265
O 3.6714 -0.7578 -0.4041 -0.158
C 2.5511 1.7214 -0.8660 0.327
Cl 3.6868 2.9106 -1.7920 -0.171
O 1.7125 2.3841 0.1433 -0.145
C 0.6652 3.2210 -0.4589 -0.068
C 0.3209 4.4634 0.6081 -0.721
N 1.2282 5.6651 0.4223 -0.101
C 2.5831 5.4800 1.0697 0.145
C 3.6427 6.6963 0.6381 -0.179
C 4.3737 6.4205 -0.8108 -0.656
I 2.9970 6.5958 -2.5400 -0.033
C -0.7068 2.3835 -0.8813 -0.228
C -1.4699 1.6740 0.3846 0.570
C -2.2055 2.4333 1.6377 0.216
N -1.5307 0.2785 0.3637 -0.584
H 6.3539 3.2130 0.0942 -0.006
H 7.9487 2.2082 0.2611 0.307
H 7.0643 2.7245 1.8585 0.237
H 6.0871 0.5442 -0.4005 0.122
H 6.3639 0.2361 1.4479 0.253
H 4.3563 -0.7618 -1.1610 0.273
H 1.9224 1.0380 -1.5781 0.078
H 1.0035 3.7767 -1.4564 0.258
H -0.7750 4.8360 0.3146 0.152
H 0.2365 4.0811 1.7147 0.171
H 0.7724 6.5498 0.7932 0.211
H 2.4073 5.4938 2.2486 0.188
H 3.1275 4.4769 0.8026 -0.134
H 4.4961 6.6621 1.4677 0.206
H 3.0407 7.7011 0.6990 0.026
H 4.8908 5.3573 -0.8847 0.029
H 5.2288 7.2251 -0.9322 0.437
H -1.4225 3.1904 -1.3783 0.061
H -0.4292 1.6381 -1.7695 0.314
H -2.9390 1.6997 2.1874 -0.524
H -2.8161 3.3906 1.3118 0.132
H -1.4321 2.8016 2.4664 0.206
H -1.0465 -0.0674 -0.5080 -0.026
C -1.3593 -2.6227 -2.7856 -0.383
Br -2.8292 -1.3593 -2.6202 -0.002
Br -1.3104 -3.4499 -4.5457 0.148
Br 0.3468 -1.8134 -2.3184 -0.013
H -1.5426 -3.4231 -2.0612 0.385
C 0.7995 -6.4643 -6.4456 -0.230
Br -0.8446 -6.0282 -7.3894 -0.045
Br 2.2058 -5.1692 -6.8053 0.034
Br 0.4993 -6.6958 -4.5376 0.017
H 1.1453 -7.4279 -6.8341 0.176
C 3.1367 9.7551 3.4091 -0.358
Br 1.4644 9.5935 2.4286 -0.053
Br 3.8269 8.0199 3.9540 0.064
Br 4.4596 10.7822 2.4195 -0.009
H 2.9176 10.3140 4.3249 0.379
C -5.5198 0.6132 4.2491 -0.361
Br -5.6524 2.5073 4.6721 -0.035
Br -7.1781 -0.0800 3.5049 -0.011
Br -3.9963 0.2328 3.1008 -0.055
H -5.3481 0.0860 5.1933 0.356
C 6.6364 7.6958 7.2593 -0.314
Br 8.3603 7.6762 8.1605 -0.038
Br 6.4065 9.2921 6.1715 -0.012
Br 6.3378 6.0708 6.2325 -0.036
H 5.8683 7.7270 8.0391 0.381
C 3.4347 -4.5208 -0.2775 -0.221
Br 4.8330 -5.8348 -0.5973 -0.037
Br 1.6595 -5.2818 -0.5099 0.119
Br 3.6324 -3.6606 1.4561 -0.050
H 3.5498 -3.7402 -1.0367 0.196
C -3.4802 -1.2837 -7.7482 -0.304
Br -2.6860 0.0379 -8.9344 -0.045
Br -5.3236 -1.6748 -8.2311 0.007
Br -2.4021 -2.8992 -7.6391 0.032
H -3.4988 -0.8434 -6.7458 0.281
C -7.6590 5.6256 2.8505 -0.268
Br -7.7915 7.5197 3.2735 -0.015
Br -9.3173 4.9324 2.1064 -0.013
Br -6.1355 5.2452 1.7023 0.090
H -7.4873 5.0984 3.7947 0.220
C -0.3000 -7.9700 2.3274 -0.158
Br -1.1369 -7.1122 0.7951 -0.063
Br 0.1699 -9.8204 1.9538 0.003
Br 1.2241 -6.9542 2.9827 0.048
H -1.0437 -7.9850 3.1310 0.167
C -0.5045 -8.9988 5.9432 -0.009
Br 0.8938 -10.3127 5.6234 0.006
Br -2.2797 -9.7597 5.7108 0.063
Br -0.3068 -8.1386 7.6768 -0.023
H -0.3894 -8.2181 5.1840 -0.021
C -6.0028 4.5124 -2.4943 -0.356
Br -4.2789 4.4928 -1.5931 0.079
Br -6.2327 6.1087 -3.5822 -0.018
Br -6.3013 2.8874 -3.5211 0.001
H -6.7709 4.5436 -1.7145 0.298
C 4.0211 -8.5724 -9.3387 -0.293
Br 2.3770 -8.1364 -10.2825 -0.014
Br 5.4275 -7.2774 -9.6983 -0.002
Br 3.7209 -8.8040 -7.4307 -0.026
H 4.3669 -9.5361 -9.7272 0.338
C -5.5016 -10.8775 7.4422 0.154
Br -6.3852 -9.4807 8.4682 -0.008
Br -5.4642 -12.5681 8.4038 -0.005
Br -6.2744 -11.0710 5.6675 -0.008
H -4.4613 -10.5643 7.3055 -0.178
C -7.1377 -4.0537 -5.3171 -0.435
Br -8.6076 -2.7903 -5.1517 -0.025
Br -7.0888 -4.8809 -7.0771 -0.027
Br -5.4315 -3.2444 -4.8499 0.115
H -7.3210 -4.8541 -4.5927 0.358
```

## Properties
energy = -110200.98843 a.u.
gap between HOMO and LUMO = 7.914 eV
LUMO level = -0.47 eV
HOMO level = -0.308 hartree

=====

No. 3
DFT (ωB97M-V/def2-TZVPD) results for a 13-piece molecular cluster, C5H37N2O12 overall.

```
56
Properties=species:S:1:pos:R:3:nbo_charge:R:1
C 1.6737 -1.2381 -0.7255 -0.243
C 1.1558 -2.6498 -0.3403 -0.398
C 1.2008 -2.7494 1.2355 -0.424
N -0.5148 -0.4071 3.6358 -0.867
C 0.3669 -1.3628 3.1447 0.045
C 0.2288 -1.8237 1.8853 -0.369
N 0.5495 -0.2414 -0.9896 -0.735
H 2.1561 -1.4021 -1.6890 0.213
H 2.4966 -0.8967 -0.1137 0.267
H 0.1539 -2.8207 -0.7454 0.188
H 1.8158 -3.3817 -0.7738 0.223
H 2.1770 -2.5786 1.6718 0.220
H 0.9870 -3.8214 1.4203 0.207
H -1.3413 -0.3580 3.0126 0.391
H -0.6663 -0.2028 4.6112 0.402
H 1.1733 -1.5393 3.8084 0.199
H -0.6848 -1.4994 1.4085 0.186
H 0.3259 0.3839 -0.1656 0.459
H 0.7838 0.2678 -1.8498 0.461
H -0.3483 -0.7778 -1.0971 0.432
H -3.3827 -0.5635 2.4171 0.502
H -2.7112 -2.0556 1.9634 0.519
O -2.7040 -1.1031 2.0242 -0.990
H -0.0011 -0.9959 -5.2131 0.478
H -0.7062 -1.0318 -3.9148 0.476
O 0.1524 -0.7863 -4.2867 -0.952
H 2.4675 2.5862 -2.5848 0.469
H 1.4209 3.0086 -1.5591 0.493
O 2.2622 2.4782 -1.6532 -1.008
H 4.8379 -0.8498 -1.4207 0.476
H 4.3581 -2.2329 -1.5802 0.469
O 4.4351 -1.5482 -0.8942 -0.936
H -2.0611 2.1225 -1.8371 0.484
H -1.0840 2.2003 -0.6354 0.488
O -1.2861 1.7199 -1.4359 -0.965
H -0.2858 4.0314 -2.2227 0.490
H -0.6107 3.8482 -0.7357 0.497
O 0.0954 3.7685 -1.3826 -0.943
H -0.3752 0.7053 1.7771 0.510
H 1.0832 1.2817 1.3733 0.525
O 0.1154 1.2529 1.1588 -1.004
H -3.5194 -0.9793 -1.7689 0.494
H -2.6967 0.1005 -0.9468 0.505
O -3.2303 -0.7041 -0.8913 -0.949
H 3.1746 1.3670 1.8307 0.485
H 2.9581 2.1973 0.7088 0.507
O 2.6773 1.2948 0.9970 -0.935
H -1.6351 3.4320 1.8122 0.466
H -0.4574 3.0037 1.2158 0.477
O -0.8618 3.8623 1.4167 -0.951
H -2.1532 -1.8425 -1.3529 0.483
H -1.2926 -3.1909 -1.5301 0.476
O -1.5956 -2.4108 -2.0044 -0.997
H -3.8717 1.0050 0.9762 0.482
H -3.8122 2.2846 1.7893 0.479
O -3.3933 1.8426 1.0458 -0.959
```

## Properties
energy = -1224.82930 a.u.
gap between HOMO and LUMO = 8.087 eV
net charge = +1
LUMO level = -2.55 eV
HOMO level = -0.391 hartree
ΔE to the lowest compared entry with this formula, charge and spin = 87.3 kcal per mole